(1)
The following is a quantum chemistry calculation of 10 unconnected molecules or ions with the total composition C78H168N8O10 in a non-equilibrium geometry, from the OMol25 dataset.

The calculation puts the HOMO energy at -8.438 eV. The value obtained for the total energy is -4262.70362 a.u. Its charge is 0. The SMILES is CC1(C)CCCC(C)(C)N1O.CC1(C)CCCC(C)(C)N1O.CC1(C)CCCC(C)(C)N1O.CC1(C)CCCC(C)(C)N1O.CC1(C)CCCC(C)(C)N1O.CC1(C)CCCC(C)(C)N1O.CC1(C)CCCC(C)(C)N1O.CC1(C)CCCC(C)(C)N1O.CC(C)O.CC(C)O. Its spin multiplicity is 1. For the maximum force, the calculation gives 3.90 eV/A.

Atoms and positions in Å:
C  -2.20396  -7.10867  1.32528
C  -3.48240  -6.30982  1.57370
C  -3.01273  -4.82771  1.75027
C  -4.18416  -3.82965  1.96056
C  -5.00980  -3.79938  0.63826
C  -5.40844  -5.29624  0.28612
N  -4.28952  -6.27544  0.30350
O  -4.87592  -7.55176  -0.04740
C  -6.61600  -5.75821  1.07994
C  -5.68535  -5.16688  -1.25719
C  -4.13025  -6.92909  2.79433
H  -1.91538  -7.59329  2.25107
H  -1.45867  -6.40292  0.85709
H  -2.45163  -7.94892  0.66577
H  -2.35251  -4.82021  2.64987
H  -2.33226  -4.56062  0.99578
H  -3.77532  -2.83660  2.15902
H  -4.72091  -4.12619  2.86672
H  -4.29986  -3.53950  -0.16132
H  -5.93170  -3.17614  0.72920
H  -7.50979  -5.26026  0.68180
H  -6.86467  -6.75707  1.00188
H  -6.48453  -5.53578  2.12053
H  -4.77676  -4.81591  -1.81284
H  -6.06476  -6.14048  -1.70457
H  -6.47795  -4.39864  -1.41872
H  -4.28622  -8.01689  2.66905
H  -5.06842  -6.46324  3.06455
H  -3.48402  -6.80589  3.63767
H  -5.38771  -7.81862  0.68442
C  0.66221  7.37739  0.40789
C  2.06237  6.98723  -0.07317
C  1.83090  6.36369  -1.47324
C  3.04227  6.28509  -2.38598
C  3.60864  7.71468  -2.45288
C  4.08543  8.23954  -1.11611
N  2.84595  8.21610  -0.20886
O  3.31183  8.48224  1.14680
C  5.29955  7.51107  -0.51486
C  4.39034  9.70224  -1.34853
C  2.76860  5.89933  0.79030
H  -0.06294  6.57679  0.43993
H  0.30922  8.13170  -0.28615
H  0.81025  7.74473  1.45902
H  1.52058  5.39061  -1.22812
H  1.09023  6.97332  -1.99599
H  2.71928  5.88204  -3.32861
H  3.88107  5.62335  -2.06975
H  2.84679  8.34101  -2.75483
H  4.49088  7.77716  -3.18078
H  5.35452  7.83257  0.53502
H  5.21194  6.43411  -0.61627
H  6.17867  7.90132  -1.03288
H  5.08860  9.74741  -2.13591
H  3.49912  10.25896  -1.64969
H  4.74677  10.22312  -0.42977
H  3.08715  5.08858  0.12863
H  1.95420  5.39674  1.37495
H  3.52926  6.12615  1.48878
H  2.67932  9.19346  1.31238
C  0.96633  -1.09451  4.79942
C  0.88128  0.26461  4.09178
C  1.21240  1.39032  5.12452
C  2.73109  1.41920  5.48228
C  3.53790  1.71090  4.22531
C  3.28233  0.51221  3.25459
N  1.82196  0.40343  2.91324
O  1.65020  -0.74023  2.06348
C  4.07480  0.84651  2.03753
C  3.90056  -0.68495  3.91417
C  -0.56256  0.38622  3.64432
H  1.51812  -1.09395  5.75307
H  1.52962  -1.73495  4.18007
H  -0.05425  -1.50451  4.97577
H  0.90731  2.24966  4.59896
H  0.60911  1.28715  5.98364
H  3.05394  0.45391  5.87761
H  2.81734  2.19726  6.31503
H  4.61243  1.77612  4.41800
H  3.19880  2.64368  3.79536
H  4.18066  0.02853  1.36325
H  3.58685  1.67076  1.54627
H  5.04456  1.26089  2.27075
H  3.90896  -1.50944  3.18682
H  4.99275  -0.38183  4.01449
H  3.56607  -1.06115  4.81422
H  -1.31499  0.23715  4.45190
H  -0.63896  -0.47768  2.93780
H  -0.72324  1.33338  3.14881
H  1.08407  -0.35009  1.34809
C  -4.12255  -1.22269  -4.55448
C  -4.56046  0.22855  -4.26252
C  -4.81114  0.42831  -2.76232
C  -5.04864  1.95391  -2.48285
C  -3.77369  2.68676  -2.95973
C  -3.58416  2.56346  -4.42951
N  -3.54007  1.16346  -4.68328
O  -3.18795  0.97356  -6.07072
C  -4.66715  3.28315  -5.26534
C  -2.17980  3.20917  -4.80319
C  -5.93778  0.37670  -5.00910
H  -4.78382  -1.93740  -4.05363
H  -3.18290  -1.48983  -4.05627
H  -4.01096  -1.27755  -5.61162
H  -5.66451  -0.22898  -2.45675
H  -3.94268  0.09314  -2.14367
H  -5.29786  2.15010  -1.39285
H  -5.97321  2.29715  -2.93973
H  -2.89527  2.36245  -2.37466
H  -3.90229  3.78500  -2.82734
H  -5.71130  2.90103  -5.16703
H  -4.73157  4.35016  -5.05391
H  -4.49775  3.23673  -6.32431
H  -2.33808  4.28393  -4.72952
H  -1.29769  2.96206  -4.23098
H  -1.92952  2.93413  -5.85192
H  -5.85856  0.79786  -6.02881
H  -6.74530  0.92203  -4.54043
H  -6.33908  -0.65955  -5.02767
H  -4.00870  1.16762  -6.55698
C  4.99137  -5.35217  1.87425
C  5.53459  -4.96792  0.44209
C  4.71310  -3.90050  -0.23771
C  4.80884  -2.52422  0.38408
C  6.27964  -2.06848  0.26734
C  7.25830  -3.07182  0.90230
N  6.93994  -4.43657  0.38629
O  7.83378  -5.38011  0.98649
C  8.64615  -2.66651  0.37731
C  7.19471  -2.89923  2.46426
C  5.47342  -6.28463  -0.36640
H  5.77936  -5.81028  2.44142
H  4.21877  -6.06252  1.75582
H  4.59372  -4.41225  2.29568
H  4.93206  -3.93039  -1.29137
H  3.64582  -4.21039  -0.22401
H  4.43855  -2.49977  1.38051
H  4.14490  -1.75255  -0.08737
H  6.36891  -1.08481  0.69551
H  6.42356  -1.89684  -0.76812
H  8.77211  -2.91523  -0.64028
H  8.83089  -1.56028  0.56873
H  9.45819  -3.17907  0.98252
H  8.04693  -3.36263  2.99765
H  7.26171  -1.84255  2.66073
H  6.24589  -3.24104  2.92233
H  5.87840  -6.15964  -1.36830
H  4.54080  -6.73574  -0.42884
H  6.15959  -6.90267  0.17070
H  7.67766  -5.31735  1.91193
C  -2.21552  -8.49197  -3.16049
C  -1.12240  -7.40328  -3.31595
C  -1.85263  -5.98614  -3.21079
C  -0.91681  -4.86857  -3.01957
C  -0.01783  -5.18098  -1.81518
C  0.75823  -6.48602  -1.94952
N  -0.24347  -7.55894  -2.14931
O  0.50552  -8.76175  -2.37012
C  1.87866  -6.43144  -3.08220
C  1.45198  -6.74482  -0.62593
C  -0.50755  -7.62476  -4.71881
H  -3.05595  -8.32516  -3.85360
H  -2.45471  -8.60683  -2.09514
H  -1.72670  -9.36133  -3.47315
H  -2.35320  -5.79516  -4.19870
H  -2.61797  -6.07915  -2.47730
H  -1.43269  -3.89134  -2.96194
H  -0.26974  -4.83077  -3.90404
H  -0.61859  -5.20802  -0.87995
H  0.78632  -4.35776  -1.80012
H  2.13960  -7.41315  -3.49610
H  1.62975  -5.70551  -3.86025
H  2.77958  -6.11871  -2.60675
H  2.19127  -5.97017  -0.30478
H  0.69994  -6.91980  0.11814
H  2.04065  -7.66758  -0.65905
H  0.22616  -8.38180  -4.84223
H  -0.09045  -6.77164  -5.21767
H  -1.31431  -7.92215  -5.44324
H  0.33669  -9.40455  -1.62875
C  -1.03099  4.65435  2.90632
C  -2.05081  5.73560  3.45398
C  -2.96949  4.92521  4.34440
C  -2.38602  4.74635  5.72088
C  -2.09369  6.13600  6.37606
C  -1.00479  6.88309  5.62976
N  -1.57868  6.93767  4.21271
O  -0.63237  7.59178  3.37652
C  -1.07577  8.35748  6.15747
C  0.38774  6.28269  5.79083
C  -2.96606  6.25517  2.38426
H  -1.60051  3.85774  2.44651
H  -0.38988  4.29517  3.74055
H  -0.32331  4.96166  2.13040
H  -3.90568  5.39774  4.40851
H  -3.13866  4.01133  3.78366
H  -1.50507  4.12322  5.65622
H  -3.00496  4.19553  6.38188
H  -1.72484  5.84063  7.42181
H  -3.02769  6.65767  6.51821
H  -2.10542  8.66067  6.03219
H  -0.81627  8.20297  7.23184
H  -0.41085  9.06715  5.64517
H  0.61652  5.21135  5.92464
H  0.96628  6.57926  4.93850
H  0.82077  6.72385  6.74369
H  -2.41904  6.74017  1.59934
H  -3.69586  7.00749  2.71252
H  -3.40876  5.46729  1.81656
H  -1.10728  8.40370  3.03802
C  1.23829  2.49582  0.47956
C  0.91349  1.56584  -0.69292
C  2.24931  0.96818  -1.22352
C  1.96379  -0.21088  -2.13918
C  1.19122  -1.32224  -1.49183
C  -0.13524  -0.78467  -0.92656
N  0.18393  0.38503  -0.05221
O  -1.02125  0.94868  0.37688
C  -1.18133  -0.52264  -1.92179
C  -0.69049  -1.88803  0.05287
C  0.14017  2.36229  -1.75266
H  1.43087  1.94344  1.37693
H  0.47331  3.22204  0.56541
H  2.15731  2.94288  0.14550
H  2.89606  1.63627  -1.85489
H  2.68013  0.58802  -0.30788
H  2.96805  -0.59757  -2.35357
H  1.47373  -0.06460  -3.11079
H  1.75106  -1.68128  -0.63923
H  1.01797  -2.19580  -2.11161
H  -1.30320  -1.45010  -2.47364
H  -2.15375  -0.34046  -1.44505
H  -0.99078  0.32003  -2.56736
H  -0.80276  -2.82082  -0.51165
H  -0.14703  -1.95156  0.99358
H  -1.63826  -1.59987  0.44324
H  -0.09480  1.79915  -2.69334
H  0.79330  3.15241  -2.11070
H  -0.74744  2.90272  -1.38232
H  -1.50517  1.27351  -0.41241
C  1.18094  0.85398  -6.36429
C  0.26424  -0.32358  -5.97229
C  0.96822  -1.62006  -5.56872
O  -0.63421  0.03569  -4.93902
H  0.48332  1.65668  -6.58873
H  1.74352  0.50371  -7.20541
H  2.01511  1.10004  -5.64521
H  -0.31002  -0.61779  -6.82384
H  1.52498  -1.95328  -6.43941
H  0.18117  -2.25608  -5.18261
H  1.68193  -1.48605  -4.71791
H  -1.44769  0.38699  -5.35050
C  -3.70718  0.58230  2.28549
C  -4.02427  1.77260  1.38857
C  -5.26518  2.42508  1.97748
O  -3.00085  2.76514  1.39373
H  -2.79161  0.08787  2.02308
H  -4.58406  -0.09153  2.21508
H  -3.61705  0.94181  3.32772
H  -4.22132  1.40028  0.34634
H  -4.97993  2.83693  2.92915
H  -6.19592  1.85051  2.00102
H  -5.51244  3.25838  1.26410
H  -2.13866  2.31728  1.38574

Löwdin atomic charge list, values in e, 6 entries: C -0.029; C -0.505; C -0.125; C -0.157; C -0.108; C -0.495



(2)
The following is a quantum chemistry calculation of a molecular structure, C19H35NO2P2W in a non-equilibrium geometry, from the OMol25 dataset.

Its expectation value of S² is 2.019. The calculation puts the HOMO energy (spin up / spin down) at -13.118 / -13.128 eV. The value obtained for the total energy is -1699.17948 a.u. Its charge is +2. Its spin multiplicity is 3. For the maximum force, the calculation gives 3.35 eV/A.

Atoms and positions in Å:
P  -0.19024  -1.73108  -2.47299
P  -2.51839  -0.53903  0.26276
C  -1.78780  -2.39232  -1.90729
C  -2.88859  -1.43418  -1.41489
H  -1.63945  -3.23669  -1.20876
H  -2.12669  -2.87262  -2.84365
H  -3.15542  -0.69936  -2.20062
H  -3.82145  -2.01195  -1.29837
C  -2.83247  -1.97473  1.33562
H  -2.59995  -1.66497  2.35408
H  -2.25149  -2.87539  1.08566
H  -3.90926  -2.22570  1.24412
C  -4.01214  0.48200  0.27931
H  -4.89113  -0.15244  0.40974
H  -4.11190  1.06601  -0.65135
H  -3.88311  1.14614  1.14037
C  0.74702  -3.13778  -3.03411
H  1.77366  -2.90042  -3.34396
H  0.17498  -3.44899  -3.91929
H  0.73497  -3.95487  -2.29676
C  -0.57457  -0.80462  -3.99257
H  -1.33603  -0.03951  -3.78730
H  -0.94987  -1.58260  -4.67784
H  0.33086  -0.34058  -4.42530
W  1.46045  1.05144  0.24247
C  -1.30258  0.61036  1.10116
C  -0.03827  -0.05666  1.64936
C  0.22147  -1.39040  1.00785
C  1.60045  -1.61359  0.42605
C  1.81397  -0.77739  -0.81343
C  0.71036  -0.36321  -1.73620
C  -0.32837  0.71348  -1.23419
C  -0.61838  1.60442  0.08793
C  3.08767  1.97284  -0.66450
H  -1.90568  1.13128  1.83575
H  0.28660  0.09374  2.70131
H  -0.56328  -1.52530  0.22272
H  -0.06257  -2.14417  1.75732
H  2.34514  -1.35624  1.22471
H  1.71489  -2.67031  0.15272
H  2.77760  -0.80058  -1.31701
H  1.12795  0.12902  -2.62015
H  -1.24008  0.06580  -1.14405
H  -0.64791  1.30737  -2.10448
H  0.26299  2.31465  0.48227
H  -1.28475  2.39122  -0.26336
H  3.06409  3.07025  -0.67242
H  3.30167  1.59076  -1.67703
H  3.90823  1.65145  0.00850
O  0.86395  4.11860  1.65369
C  1.60569  3.39388  2.30559
C  2.24512  3.69189  3.65910
C  2.88714  2.39927  4.09922
C  2.63524  1.39277  2.97818
O  2.92972  0.20285  2.96523
N  1.93194  2.06746  1.98164
H  2.99884  4.46835  3.49648
H  1.48364  4.07290  4.34912
H  3.96937  2.50987  4.18879
H  2.47616  2.00761  5.03306

natural (NBO) atomic charge list, values in e, 6 entries: P 1.619; P 1.448; C -0.768; C -0.661; H 0.279; H 0.290



- Among the records above, which one has the highest total energy?
  C19H35NO2P2W